Entry from the Open Molecules 2025 dataset: the ion C7H12N with charge +1 at a distorted geometry (the ωB97M-V functional and the def2-TZVPD basis).

The energy above the lowest of the compared OMol25 structures with the same formula, charge and spin comes out at 414.0 kJ/mol. The max |F| comes out at 4.6 eV/A. For the orbital gap (spin up / spin down), the calculation gives 7.19 / 7.19 eV. Its charge is +1.

Structure (XYZ):
```
20
C7H12N | the Open Molecules 2025 dataset | the ωB97M-V functional and the def2-TZVPD basis
C -1.186 0.377 -0.700
C -1.469 2.066 -2.415
C -1.846 -0.452 0.332
C -0.648 -1.000 1.019
C 0.640 -0.338 0.567
C 1.515 -0.968 -0.388
C 1.228 0.840 1.329
N -1.485 1.075 -1.625
H -1.320 1.863 -3.524
H -1.548 3.003 -1.941
H -2.237 0.370 0.989
H -2.528 -1.147 -0.072
H -0.725 -1.012 2.123
H -0.536 -2.125 0.781
H 2.503 -1.025 0.123
H 1.666 -0.377 -1.353
H 1.207 -1.987 -0.733
H 0.714 1.354 2.207
H 1.618 1.667 0.676
H 2.151 0.395 1.733
```

natural (NBO) atomic charge list, values in e, 6 entries: 0.3218, -0.0900, -0.4767, -0.4997, 0.4382, -0.7559

Entry from the Open Molecules 2025 dataset: the molecule C4H4O2 at a distorted geometry (the ωB97M-V functional and the def2-TZVPD basis).

The energy above the lowest of the compared OMol25 structures with the same formula, charge and spin comes out at 318.3 kJ/mol. As for the SMILES: C#CCOC=O. The max |F| comes out at 2.8 eV/A. For the orbital gap, the calculation gives 10.35 eV.

Structure (XYZ):
```
10
C4H4O2 | the Open Molecules 2025 dataset | the ωB97M-V functional and the def2-TZVPD basis
C 2.152 -0.478 -0.341
C 1.443 -0.652 0.645
C 0.321 0.343 0.681
O -0.842 -0.480 0.815
C -1.852 -0.192 -0.008
O -1.896 0.700 -0.822
H 2.625 -0.278 -1.264
H 0.234 1.049 -0.200
H 0.455 0.953 1.554
H -2.651 -0.925 0.212
```

natural (NBO) atomic charge list, values in e, 6 entries: -0.0944, -0.1192, -0.1275, -0.4928, 0.6504, -0.5885

Entry from the Open Molecules 2025 dataset: a structure of composition C18H21IrN5O3S2 (the ωB97M-V functional and the def2-TZVPD basis).

The energy above the lowest of the compared OMol25 structures with the same formula, charge and spin comes out at 0.0 kJ/mol. As for the expectation value of S²: 6.02. The max |F| comes out at 0.6 eV/A. Its spin multiplicity is 5. For the orbital gap (spin up / spin down), the calculation gives 7.44 / 5.91 eV. Its charge is +1.

Structure (XYZ):
```
50
C18H21IrN5O3S2 | the Open Molecules 2025 dataset | the ωB97M-V functional and the def2-TZVPD basis
Ir -0.520 1.121 -0.403
C 1.931 4.216 1.862
C 1.346 3.149 0.996
N 0.100 3.028 0.722
N -0.773 3.963 1.185
C -1.977 3.780 0.703
N -2.911 4.680 1.057
S -2.499 2.503 -0.374
C 2.227 2.178 0.300
C 3.582 2.092 0.558
C 4.361 1.211 -0.180
C 3.770 0.457 -1.178
C 2.409 0.589 -1.380
N 1.654 1.413 -0.651
H 1.147 4.875 2.216
H 2.669 4.800 1.307
H 2.435 3.772 2.724
H -2.644 5.455 1.639
H -3.853 4.605 0.723
H 4.022 2.707 1.330
H 5.421 1.126 0.018
H 4.343 -0.221 -1.794
H 1.900 0.031 -2.155
C -3.892 -0.673 0.297
N -4.048 -0.723 -1.152
C -5.376 -1.077 -1.651
C -3.065 -0.491 -2.000
O -1.896 -0.159 -1.733
H -4.172 -1.639 0.716
H -4.538 0.101 0.710
H -2.862 -0.453 0.552
H -6.114 -0.395 -1.234
H -5.629 -2.095 -1.356
H -5.398 -1.001 -2.735
H -3.348 -0.618 -3.050
O 2.323 -6.029 -1.305
C 2.697 -5.324 -0.217
O 3.622 -5.680 0.450
C 1.908 -4.085 0.112
C 1.890 -3.680 1.442
C 1.206 -2.539 1.812
C 0.554 -1.759 0.846
S -0.221 -0.291 1.401
C 0.572 -2.172 -0.490
C 1.243 -3.331 -0.848
H 1.503 -5.681 -1.677
H 2.422 -4.273 2.174
H 1.185 -2.229 2.850
H 0.030 -1.616 -1.246
H 1.263 -3.618 -1.893
```

natural (NBO) atomic charge list, values in e, 6 entries: 1.0794, -0.6853, 0.2334, -0.2668, -0.4195, 0.3095

Entry from the Open Molecules 2025 dataset: a cluster of 2 separate species, C9H13NO2 in total at a distorted geometry (the ωB97M-V functional and the def2-TZVPD basis).

The energy above the lowest of the compared OMol25 structures with the same formula, charge and spin comes out at 67.6 kJ/mol. As for the SMILES: Cc1ccc(O)cc1.CC(N)=O. The max |F| comes out at 2.4 eV/A. For the orbital gap, the calculation gives 8.93 eV.

Structure (XYZ):
```
25
C9H13NO2 | the Open Molecules 2025 dataset | the ωB97M-V functional and the def2-TZVPD basis
C 3.189 0.611 2.325
C 1.695 0.436 2.175
C 0.876 1.456 1.735
C -0.499 1.223 1.617
C -0.978 -0.053 1.876
O -2.320 -0.302 1.748
C -0.177 -1.131 2.254
C 1.157 -0.830 2.436
H 3.729 0.229 1.457
H 3.609 0.403 3.305
H 3.404 1.674 2.206
H 1.286 2.439 1.543
H -1.208 1.892 1.143
H -2.760 0.440 1.327
H -0.604 -2.100 2.181
H 1.886 -1.614 2.618
C -1.810 0.401 -3.947
C -1.621 -0.790 -3.041
N -0.610 -1.648 -3.353
O -2.419 -1.049 -2.161
H -2.759 0.517 -4.445
H -1.079 0.387 -4.773
H -1.457 1.288 -3.413
H -0.563 -2.399 -2.712
H 0.035 -1.482 -4.102
```

natural (NBO) atomic charge list, values in e, 6 entries: -0.6333, -0.0650, -0.1860, -0.2978, 0.3197, -0.6703

Entry from the Open Molecules 2025 dataset: the ion C21H23F2 with charge +1 at a distorted geometry (the ωB97M-V functional and the def2-TZVPD basis).

The energy above the lowest of the compared OMol25 structures with the same formula, charge and spin comes out at 135.1 kJ/mol. The max |F| comes out at 3.7 eV/A. For the orbital gap, the calculation gives 5.69 eV. Its charge is +1.

Structure (XYZ):
```
46
C21H23F2 | the Open Molecules 2025 dataset | the ωB97M-V functional and the def2-TZVPD basis
C 1.061 -3.316 -1.527
C -0.014 -2.263 -1.248
C 0.458 -0.862 -1.032
C -1.381 -2.696 -1.392
C -2.507 -1.958 -1.402
C -3.838 -2.548 -1.615
H 0.705 -4.337 -1.650
H 1.605 -3.066 -2.464
H 1.816 -3.268 -0.722
H -0.450 -0.285 -1.074
H 1.073 -0.681 -1.933
H -1.561 -3.824 -1.497
H -2.468 -0.896 -1.312
H -4.646 -1.857 -1.659
H -3.876 -3.163 -2.520
H -4.087 -3.253 -0.817
C 2.779 5.103 -2.278
C 2.446 3.879 -1.506
C 1.176 3.736 -0.974
F 0.365 4.839 -1.017
C 0.659 2.565 -0.431
C 1.503 1.444 -0.370
C 1.056 0.018 0.047
C 0.321 -0.050 1.363
C -0.580 0.892 1.893
C -1.490 0.398 2.826
F -2.560 1.178 3.166
C -1.404 -0.849 3.423
C -2.488 -1.282 4.340
C -0.381 -1.693 2.984
C 0.486 -1.273 1.995
C 2.817 1.592 -0.801
C 3.271 2.748 -1.425
H 3.762 4.998 -2.746
H 2.044 5.322 -3.064
H 2.834 5.984 -1.638
H -0.365 2.558 -0.069
H 1.974 -0.515 0.170
H -0.617 1.945 1.638
H -2.256 -2.275 4.742
H -2.580 -0.607 5.195
H -3.471 -1.327 3.853
H -0.282 -2.692 3.422
H 1.289 -1.939 1.678
H 3.523 0.764 -0.704
H 4.277 2.813 -1.845
```

natural (NBO) atomic charge list, values in e, 6 entries: -0.7125, 0.4818, -0.5209, -0.3783, 0.1477, -0.7056

Entry from the Open Molecules 2025 dataset: a cluster of 3 separate species, H2N2O3S2 in total at a distorted geometry (the ωB97M-V functional and the def2-TZVPD basis).

The energy above the lowest of the compared OMol25 structures with the same formula, charge and spin comes out at 91.6 kJ/mol. The max |F| comes out at 4.2 eV/A. For the orbital gap (spin up / spin down), the calculation gives 4.88 / 5.20 eV. Its charge is -2.

Structure (XYZ):
```
9
H2N2O3S2 | the Open Molecules 2025 dataset | the ωB97M-V functional and the def2-TZVPD basis
N -5.055 -0.720 -0.816
N -4.261 1.398 0.296
O -6.071 -0.998 -1.384
O -3.142 1.336 -0.185
O -5.168 0.530 0.020
S -5.114 -2.380 1.532
S 15.957 1.143 -0.242
H -4.217 -2.074 0.756
H 17.069 1.765 0.025
```

natural (NBO) atomic charge list, values in e, 6 entries: 0.3536, 0.3609, -0.2695, -0.3786, -0.2932, -0.8420

Entry from the Open Molecules 2025 dataset: a cluster of 2 separate species, C5H11S in total (the ωB97M-V functional and the def2-TZVPD basis).

The energy above the lowest of the compared OMol25 structures with the same formula, charge and spin comes out at 30.0 kJ/mol. The max |F| comes out at 0.5 eV/A. For the orbital gap, the calculation gives 5.54 eV. Its charge is -1.

Structure (XYZ):
```
17
C5H11S | the Open Molecules 2025 dataset | the ωB97M-V functional and the def2-TZVPD basis
C -1.256 -1.340 1.446
C -1.075 -0.071 0.633
C -0.786 1.165 1.495
S -2.070 1.548 2.748
H -0.427 -1.461 2.149
H -1.316 -2.230 0.811
H -2.170 -1.256 2.034
H -0.256 -0.169 -0.088
H -1.995 0.140 0.076
H -0.706 2.037 0.845
H 0.190 1.027 1.974
C 2.485 0.507 -2.296
C 1.465 -0.316 -2.430
H 2.353 1.579 -2.258
H 3.506 0.174 -2.158
H 0.453 0.060 -2.536
H 1.605 -1.393 -2.445
```

natural (NBO) atomic charge list, values in e, 6 entries: -0.6154, -0.4091, -0.5128, -0.7434, 0.1896, 0.1725